DFT (the ωB97M-V functional and the def2-TZVPD basis) results for a cluster of 9 separate species, C42H83BrF10O28S8 in total in a non-equilibrium geometry.

```
172
C42H83BrF10O28S8 | the OMol25 dataset | the ωB97M-V functional and the def2-TZVPD basis
O 1.357 4.674 0.339
C 0.571 5.654 0.465
C -0.485 6.045 -0.653
C -2.000 5.599 -0.363
C -3.000 5.504 -1.618
C -2.582 4.334 -2.642
C -2.098 4.815 -4.080
C -0.593 4.516 -4.470
F 0.177 5.682 -4.156
F -0.558 4.450 -5.911
C 0.043 3.174 -3.918
F -0.844 2.091 -3.777
F 0.535 3.470 -2.606
C 1.321 2.622 -4.726
F 2.163 2.029 -3.732
F 2.095 3.614 -5.332
C 0.952 1.396 -5.719
F 2.036 1.239 -6.613
F -0.176 1.632 -6.502
F 0.873 0.173 -5.007
C -3.737 6.815 -2.142
C -2.628 8.116 -2.086
C -2.515 8.968 -3.525
O -1.407 7.956 -2.949
C -4.212 4.770 -0.805
O -5.434 4.865 -0.972
O -3.630 3.980 0.211
C -2.321 4.450 0.715
Br -1.292 2.721 0.586
C -2.765 4.915 2.206
C -1.575 5.541 3.070
C -0.545 4.401 3.535
F 0.208 4.810 4.682
H 0.720 6.270 1.425
H -0.475 7.197 -0.710
H -0.202 5.693 -1.701
H -2.422 6.529 0.183
H -3.539 3.712 -2.809
H -1.872 3.647 -2.077
H -2.753 4.299 -4.876
H -2.266 5.939 -4.263
H -4.109 6.769 -3.213
H -4.534 7.185 -1.419
H -2.554 8.738 -1.072
H -2.831 8.277 -4.371
H -1.692 9.742 -3.629
H -3.120 3.953 2.731
H -3.649 5.645 2.104
H -2.055 5.933 4.043
H -1.080 6.445 2.586
H -1.188 3.483 3.797
H 0.169 4.060 2.716
C 1.598 10.040 5.027
C 1.879 11.305 4.238
O 2.257 11.014 2.892
S 1.101 10.617 1.836
C 2.078 10.784 0.369
O 0.091 11.643 1.839
O 0.771 9.227 2.010
H 0.702 9.537 4.656
H 1.443 10.271 6.083
H 2.427 9.334 4.934
H 1.022 11.985 4.262
H 2.720 11.833 4.695
H 2.376 11.826 0.260
H 1.464 10.478 -0.479
H 2.949 10.136 0.451
C -6.045 -1.267 -0.215
C -5.394 -1.821 -1.468
O -4.262 -1.043 -1.863
S -2.875 -1.240 -1.059
C -1.833 -0.384 -2.206
O -2.522 -2.636 -1.069
O -2.932 -0.478 0.160
H -5.391 -1.384 0.651
H -6.981 -1.788 -0.004
H -6.249 -0.199 -0.324
H -5.115 -2.870 -1.339
H -6.109 -1.777 -2.293
H -1.827 -0.927 -3.150
H -0.827 -0.352 -1.785
H -2.213 0.627 -2.339
C -11.038 -6.018 0.458
C -10.591 -5.418 1.778
O -9.265 -5.823 2.119
S -8.024 -5.103 1.375
C -6.751 -5.691 2.455
O -8.144 -3.677 1.538
O -7.841 -5.709 0.082
H -10.466 -5.605 -0.375
H -12.095 -5.810 0.279
H -10.882 -7.100 0.453
H -10.671 -4.327 1.764
H -11.245 -5.778 2.576
H -6.914 -5.278 3.449
H -5.793 -5.351 2.059
H -6.780 -6.780 2.475
C -5.563 -6.453 -1.489
C -5.751 -7.845 -2.058
O -4.503 -8.528 -2.205
S -3.814 -9.162 -0.889
C -2.616 -10.159 -1.729
O -4.761 -10.027 -0.236
O -3.124 -8.119 -0.178
H -5.217 -6.495 -0.454
H -6.501 -5.901 -1.508
H -4.812 -5.899 -2.059
H -6.442 -8.433 -1.447
H -6.188 -7.769 -3.056
H -3.135 -10.918 -2.312
H -1.985 -10.630 -0.975
H -2.013 -9.519 -2.371
C 4.365 2.379 -0.486
C 4.174 0.988 -1.061
O 5.419 0.300 -1.203
S 6.099 -0.342 0.114
C 7.296 -1.341 -0.724
O 5.145 -1.207 0.759
O 6.791 0.694 0.832
H 4.704 2.331 0.551
H 3.427 2.938 -0.509
H 5.123 2.929 -1.049
H 3.474 0.403 -0.457
H 3.743 1.071 -2.062
H 6.777 -2.096 -1.313
H 7.921 -1.819 0.031
H 7.906 -0.701 -1.361
C 5.889 -2.400 3.420
C 4.529 -1.823 3.760
O 3.806 -2.667 4.660
S 4.202 -2.644 6.225
C 2.777 -3.508 6.824
O 4.153 -1.287 6.701
O 5.358 -3.477 6.425
H 6.546 -2.397 4.293
H 6.369 -1.818 2.635
H 5.797 -3.438 3.089
H 4.619 -0.811 4.166
H 3.933 -1.751 2.848
H 1.891 -2.905 6.627
H 2.900 -3.655 7.897
H 2.712 -4.472 6.320
C 6.271 -6.223 4.831
C 5.754 -6.619 6.201
O 5.338 -7.987 6.229
S 6.471 -9.135 6.327
C 5.388 -10.477 6.727
O 7.312 -8.865 7.464
O 7.017 -9.362 5.016
H 7.206 -6.738 4.601
H 6.456 -5.148 4.787
H 5.553 -6.494 4.053
H 6.498 -6.423 6.977
H 4.874 -6.017 6.439
H 4.930 -10.285 7.696
H 5.985 -11.388 6.767
H 4.631 -10.563 5.948
C 4.118 -0.881 -5.511
C 4.435 -2.362 -5.424
O 4.388 -2.987 -6.707
S 5.639 -2.781 -7.710
C 5.205 -4.051 -8.865
O 6.849 -3.166 -7.032
O 5.507 -1.506 -8.361
H 4.906 -0.342 -6.042
H 4.026 -0.447 -4.513
H 3.189 -0.716 -6.058
H 5.403 -2.533 -4.946
H 3.680 -2.854 -4.807
H 5.251 -5.016 -8.363
H 5.924 -4.019 -9.684
H 4.202 -3.855 -9.243
```

Results
SMILES   O=CC[C@H]1[C@](CCC(F)(F)C(F)(F)C(F)(F)C(F)(F)F)(C[C@@H]2CO2)C(=O)O[C@]1(Br)CCCF.CCOS(C)(=O)=O.CCOS(C)(=O)=O.CCOS(C)(=O)=O.CCOS(C)(=O)=O.CCOS(C)(=O)=O.CCOS(C)(=O)=O.CCOS(C)(=O)=O.CCOS(C)(=O)=O
Charge   0
Orbital gap   10.21 eV
HOMO energy   -0.36905 hartree

Results of the Löwdin charge analysis, in e, for atoms 1 through 99: -0.04, -0.20, -0.07, -0.18, -0.24, -0.08, -0.04, -0.28, 0.06, 0.03, -0.21, 0.09, 0.06, -0.20, 0.06, 0.13, -0.33, 0.09, 0.13, 0.10, -0.03, -0.18, 0.02, -0.24, -0.36, 0.10, -0.11, -0.61, 0.83, -0.13, -0.16, -0.20, -0.09, 0.13, 0.12, 0.11, 0.15, 0.15, 0.08, 0.15, 0.12, 0.12, 0.13, 0.16, 0.09, 0.11, 0.13, 0.14, 0.13, 0.10, 0.12, 0.08, -0.07, -0.27, -0.26, 0.60, -0.12, -0.28, -0.30, 0.07, 0.08, 0.09, 0.12, 0.12, 0.08, 0.07, 0.08, -0.07, -0.26, -0.26, 0.60, -0.13, -0.28, -0.30, 0.07, 0.07, 0.09, 0.11, 0.12, 0.08, 0.08, 0.05, -0.08, -0.27, -0.26, 0.61, -0.11, -0.28, -0.30, 0.07, 0.08, 0.09, 0.12, 0.12, 0.08, 0.08, 0.08, -0.08, -0.26

---

DFT (the ωB97M-V functional and the def2-TZVPD basis) results for a cluster of 10 separate species, C24H70N2O10 in total in a non-equilibrium geometry.

```
106
C24H70N2O10 | the OMol25 dataset | the ωB97M-V functional and the def2-TZVPD basis
C -5.670 -2.907 1.859
O -5.496 -1.523 1.824
C -4.307 -1.113 2.433
C -4.092 0.356 2.137
C -3.933 0.618 0.653
N -2.970 0.940 2.907
H -4.770 -3.463 1.581
H -6.437 -3.183 1.134
H -6.020 -3.228 2.851
H -4.312 -1.232 3.527
H -3.462 -1.677 2.007
H -4.970 0.944 2.433
H -4.867 0.324 0.171
H -3.075 0.084 0.242
H -3.856 1.685 0.446
H -3.116 0.787 3.903
H -2.105 0.411 2.695
C -3.691 -6.845 -1.170
O -2.851 -5.764 -0.910
C -1.961 -5.521 -1.962
C -1.353 -4.143 -1.896
C -2.404 -3.039 -1.913
N -0.509 -4.018 -3.114
H -4.501 -6.843 -0.444
H -3.147 -7.794 -1.123
H -4.148 -6.738 -2.163
H -1.171 -6.288 -2.047
H -2.474 -5.574 -2.939
H -0.694 -4.009 -1.024
H -3.260 -3.269 -1.278
H -2.769 -2.895 -2.935
H -1.951 -2.088 -1.630
H 0.419 -4.382 -2.882
H -0.290 -3.049 -3.360
C 0.578 -2.591 2.810
C 0.356 -1.244 3.486
C 1.646 -0.575 3.929
O -0.340 -0.377 2.550
H 1.308 -2.458 2.003
H -0.347 -2.993 2.409
H 1.059 -3.298 3.495
H -0.327 -1.362 4.331
H 2.390 -0.580 3.133
H 2.072 -1.143 4.766
H 1.412 0.424 4.287
H 0.091 -0.453 1.679
C 5.460 2.867 2.191
C 4.112 2.165 2.229
C 3.003 3.069 2.698
O 3.775 1.689 0.905
H 6.256 2.206 1.837
H 5.650 3.365 3.139
H 5.456 3.654 1.424
H 4.213 1.308 2.904
H 2.064 2.522 2.738
H 2.908 3.985 2.114
H 3.250 3.423 3.705
H 4.593 1.351 0.523
C -0.568 3.462 1.552
C -1.798 4.298 1.878
C -1.933 5.480 0.939
O -2.993 3.552 1.858
H -0.662 3.034 0.547
H -0.535 2.579 2.198
H 0.335 4.063 1.636
H -1.682 4.711 2.899
H -2.747 6.145 1.229
H -2.089 5.113 -0.081
H -1.028 6.093 0.917
H -2.894 2.673 2.309
C 3.148 5.745 -1.036
C 2.401 4.901 -2.033
C 1.150 4.285 -1.423
O 2.068 5.727 -3.156
H 2.627 6.691 -0.872
H 4.141 6.031 -1.392
H 3.260 5.204 -0.097
H 3.068 4.112 -2.410
H 0.485 3.894 -2.195
H 0.623 5.050 -0.848
H 1.395 3.485 -0.723
H 1.223 5.458 -3.523
C -0.846 -0.151 -3.987
O 0.161 -1.124 -3.798
H -0.645 0.480 -4.863
H -1.810 -0.630 -4.134
H -0.903 0.526 -3.125
H 1.030 -0.708 -3.693
C 2.955 -4.301 -1.519
O 2.428 -4.854 -2.718
H 2.937 -3.216 -1.639
H 2.277 -4.499 -0.682
H 3.978 -4.603 -1.292
H 2.251 -5.790 -2.584
C 1.156 0.192 -0.946
O 1.504 0.136 0.439
H 1.833 -0.340 -1.622
H 0.189 -0.303 -1.035
H 1.110 1.240 -1.259
H 2.381 0.535 0.596
C 3.547 -1.171 -4.187
O 2.754 0.013 -4.053
H 4.186 -1.154 -5.075
H 4.229 -1.239 -3.336
H 2.894 -2.039 -4.275
H 2.984 0.698 -4.682
```

Results
SMILES   COC[C@H](C)N.COC[C@H](C)N.CC(C)O.CC(C)O.CC(C)O.CC(C)O.CO.CO.CO.CO
Charge   0
Orbital gap   8.77 eV
HOMO energy   -0.31851 hartree

Results of the Löwdin charge analysis, in e, for atoms 1 through 99: -0.12, -0.18, -0.23, -0.42, -0.05, 0.04, 0.08, 0.09, 0.09, 0.13, 0.13, 0.15, 0.08, 0.08, 0.07, 0.09, 0.06, -0.13, -0.18, -0.24, -0.42, -0.05, 0.05, 0.09, 0.09, 0.09, 0.13, 0.13, 0.13, 0.07, 0.08, 0.06, 0.03, 0.04, -0.05, -0.45, -0.05, -0.11, 0.07, 0.08, 0.08, 0.14, 0.07, 0.08, 0.08, 0.06, -0.05, -0.47, -0.05, -0.07, 0.08, 0.09, 0.08, 0.13, 0.07, 0.07, 0.09, 0.10, -0.06, -0.52, -0.07, -0.08, 0.08, 0.07, 0.06, 0.13, 0.08, 0.08, 0.07, 0.03, -0.06, -0.49, -0.06, -0.05, 0.09, 0.08, 0.06, 0.13, 0.08, 0.08, 0.06, 0.07, -0.14, -0.16, 0.08, 0.08, 0.07, 0.02, -0.15, -0.14, 0.07, 0.08, 0.08, 0.08, -0.11, -0.15, 0.06, 0.08, 0.07

---

DFT (the ωB97M-V functional and the def2-TZVPD basis) results for a cluster of 8 separate species, C34H71O18PS7 in total in a non-equilibrium geometry.

```
131
C34H71O18PS7 | the OMol25 dataset | the ωB97M-V functional and the def2-TZVPD basis
C 2.964 -8.640 -2.656
C 3.234 -7.150 -2.588
O 2.030 -6.426 -2.836
P 1.527 -5.323 -1.812
O 0.843 -5.833 -0.633
O 0.672 -4.382 -2.743
C 1.289 -3.441 -3.635
C 0.728 -3.625 -5.052
O 2.811 -4.445 -1.517
C 3.444 -4.435 -0.233
C 4.111 -3.090 -0.028
H 3.888 -9.214 -2.719
H 2.387 -8.971 -1.794
H 2.389 -8.858 -3.557
H 3.742 -6.916 -1.651
H 3.934 -6.895 -3.388
H 0.932 -2.464 -3.301
H 2.372 -3.450 -3.668
H -0.208 -3.092 -5.206
H 1.481 -3.352 -5.791
H 0.496 -4.680 -5.213
H 2.676 -4.557 0.533
H 4.171 -5.244 -0.144
H 3.393 -2.285 -0.177
H 4.503 -3.070 0.991
H 4.944 -2.925 -0.712
O -1.402 1.764 0.321
S -1.546 0.385 0.731
O -2.583 -0.021 1.617
C -1.611 -0.636 -0.779
C -0.535 -1.676 -0.594
C 0.624 -0.981 0.129
C 0.007 -0.287 1.339
H -1.325 0.085 -1.548
H -2.664 -0.892 -0.859
H -0.826 -2.514 0.045
H -0.196 -2.105 -1.535
H 1.090 -0.206 -0.484
H 1.361 -1.701 0.482
H 0.656 0.447 1.810
H -0.250 -1.054 2.071
O -5.191 -2.410 2.854
S -6.052 -1.383 3.383
O -7.435 -1.329 2.970
C -6.050 -1.386 5.186
C -6.161 0.072 5.613
C -5.746 1.022 4.447
C -5.297 0.225 3.216
H -5.102 -1.856 5.446
H -6.879 -2.054 5.409
H -7.174 0.337 5.905
H -5.487 0.233 6.451
H -4.900 1.627 4.770
H -6.519 1.725 4.140
H -4.219 0.073 3.253
H -5.505 0.586 2.210
O 3.877 2.751 -4.298
S 2.494 2.730 -4.701
O 2.086 3.444 -5.875
C 1.989 0.999 -4.783
C 0.649 0.931 -4.071
C 0.765 1.914 -2.895
C 1.409 3.207 -3.349
H 2.656 0.509 -4.065
H 2.195 0.614 -5.776
H -0.171 1.224 -4.736
H 0.391 -0.055 -3.682
H 1.418 1.489 -2.123
H -0.184 1.967 -2.358
H 1.979 3.738 -2.596
H 0.652 3.823 -3.835
O 2.573 2.510 -0.309
S 3.644 1.758 0.289
O 3.270 0.566 1.014
C 4.862 1.322 -0.949
C 6.217 1.759 -0.391
C 5.996 3.004 0.455
C 4.694 2.848 1.253
H 4.643 1.983 -1.793
H 4.742 0.271 -1.190
H 6.590 0.973 0.276
H 6.918 1.840 -1.218
H 5.855 3.883 -0.176
H 6.806 3.200 1.154
H 4.185 3.807 1.304
H 4.746 2.380 2.235
O -4.710 1.006 -0.210
S -5.127 2.262 -0.778
O -5.536 3.350 0.070
C -3.776 2.873 -1.820
C -4.092 2.321 -3.201
C -5.564 2.723 -3.374
C -6.266 2.086 -2.185
H -2.785 2.622 -1.442
H -3.767 3.965 -1.846
H -3.470 2.777 -3.966
H -4.107 1.229 -3.161
H -6.009 2.495 -4.342
H -5.680 3.811 -3.295
H -6.406 1.019 -2.365
H -7.215 2.537 -1.906
O 3.120 -0.613 6.012
S 2.102 -1.597 5.734
O 0.735 -1.331 6.113
C 2.262 -2.069 4.003
C 2.491 -3.574 3.992
C 3.255 -3.969 5.255
C 2.561 -3.194 6.392
H 3.172 -1.533 3.728
H 1.429 -1.689 3.421
H 1.527 -4.084 3.959
H 3.024 -3.867 3.086
H 4.310 -3.700 5.254
H 3.106 -5.027 5.461
H 3.002 -3.100 7.381
H 1.605 -3.703 6.556
O -0.382 7.581 -0.758
S -1.073 6.318 -0.768
O -0.875 5.400 -1.865
C -0.795 5.450 0.782
C -1.884 5.973 1.698
C -3.181 5.978 0.861
C -2.825 6.666 -0.456
H 0.203 5.765 1.091
H -0.789 4.375 0.610
H -1.960 5.265 2.526
H -1.670 6.957 2.114
H -3.952 6.480 1.438
H -3.435 4.946 0.627
H -2.941 7.748 -0.394
H -3.422 6.358 -1.314
```

Results
SMILES   CCOP(=O)(OCC)OCC.O=S1(=O)CCCC1.O=S1(=O)CCCC1.O=S1(=O)CCCC1.O=S1(=O)CCCC1.O=S1(=O)CCCC1.O=S1(=O)CCCC1.O=S1(=O)CCCC1
Charge   0
Orbital gap   9.73 eV
HOMO energy   -0.35348 hartree

Results of the Löwdin charge analysis, in e, for atoms 1 through 99: -0.07, -0.27, -0.16, 0.36, -0.21, -0.17, -0.25, -0.06, -0.19, -0.26, -0.06, 0.08, 0.08, 0.08, 0.11, 0.12, 0.09, 0.11, 0.07, 0.07, 0.08, 0.11, 0.12, 0.06, 0.08, 0.08, -0.33, 0.68, -0.30, -0.19, -0.20, -0.22, -0.22, 0.08, 0.11, 0.13, 0.09, 0.10, 0.10, 0.10, 0.10, -0.33, 0.65, -0.32, -0.23, -0.20, -0.19, -0.23, 0.10, 0.10, 0.11, 0.11, 0.11, 0.11, 0.08, 0.09, -0.34, 0.66, -0.31, -0.22, -0.21, -0.23, -0.21, 0.10, 0.11, 0.12, 0.09, 0.08, 0.10, 0.10, 0.10, -0.32, 0.66, -0.33, -0.21, -0.21, -0.20, -0.21, 0.10, 0.10, 0.12, 0.12, 0.12, 0.12, 0.10, 0.11, -0.31, 0.68, -0.32, -0.23, -0.21, -0.23, -0.22, 0.08, 0.09, 0.12, 0.12, 0.12, 0.12

---

DFT (the ωB97M-V functional and the def2-TZVPD basis) results for a cluster of 2 separate species, CH4N2P2 in total in a non-equilibrium geometry.

```
9
CH4N2P2 | the OMol25 dataset | the ωB97M-V functional and the def2-TZVPD basis
C 0.701 0.121 0.601
N 1.204 1.176 0.554
N -1.730 1.244 -0.167
P -0.194 -1.332 0.237
P -1.853 -0.417 -0.485
H -0.912 1.731 0.231
H -2.499 1.789 -0.563
H 2.313 -2.136 -0.397
H 2.969 -2.175 -0.011
```

Results
Charge   0
Orbital gap   8.15 eV
HOMO energy   -0.33305 hartree

In the Löwdin picture, each atom carries the following charge in e: -0.72, 0.06, -0.32, 0.44, 0.51, 0.01, 0.02, -0.04, 0.03

---

DFT (the ωB97M-V functional and the def2-TZVPD basis) results for the molecule C23H28ClN5O3.

```
60
C23H28ClN5O3 | the OMol25 dataset | the ωB97M-V functional and the def2-TZVPD basis
C -1.567 5.215 -2.781
C -1.282 3.806 -3.289
N -0.010 3.296 -2.809
C 0.414 2.124 -3.553
C 1.804 1.678 -3.083
N 1.862 1.406 -1.661
C 1.280 0.134 -1.269
C 2.397 -0.886 -1.022
C 3.190 -0.525 0.235
N 2.448 -0.838 1.436
C 1.876 0.077 2.236
O 1.984 1.277 2.107
C 1.056 -0.554 3.369
N 0.083 -1.492 2.828
C 0.079 -2.757 3.351
O 0.838 -3.069 4.250
C -0.861 -3.765 2.796
C -1.384 -4.729 3.653
C -2.127 -5.774 3.132
C -2.291 -5.836 1.758
N -1.793 -4.935 0.930
C -1.101 -3.932 1.428
O -0.593 -3.050 0.511
C -1.083 -1.765 0.687
C -1.887 -1.241 -0.315
C -2.386 0.043 -0.222
C -2.086 0.795 0.904
Cl -2.713 2.392 1.061
C -1.287 0.285 1.912
C -0.775 -1.009 1.823
C 1.372 2.563 -0.938
C -0.027 2.989 -1.389
H -0.694 5.842 -2.938
H -2.408 5.637 -3.325
H -1.812 5.217 -1.722
H -2.118 3.135 -3.013
H -1.227 3.834 -4.381
H -0.306 1.290 -3.432
H 0.457 2.379 -4.615
H 2.515 2.482 -3.292
H 2.114 0.787 -3.633
H 0.706 0.259 -0.348
H 0.594 -0.263 -2.029
H 1.968 -1.886 -0.916
H 3.072 -0.886 -1.877
H 3.386 0.549 0.239
H 4.138 -1.070 0.260
H 2.267 -1.816 1.609
H 0.579 0.236 3.952
H 1.712 -1.124 4.034
H -1.186 -4.646 4.711
H -2.552 -6.528 3.775
H -2.845 -6.637 1.287
H -2.095 -1.860 -1.173
H -3.003 0.453 -1.005
H -1.065 0.903 2.765
H 2.065 3.385 -1.135
H 1.382 2.350 0.132
H -0.750 2.180 -1.169
H -0.325 3.878 -0.835
```

Results
SMILES   CCN1CCN(CCCNC(=O)CN2C(=O)c3cccnc3Oc3ccc(Cl)cc32)CC1
Charge   0
Orbital gap   8.06 eV
HOMO energy   -0.29117 hartree

In the Löwdin picture, each atom carries the following charge in e: -0.09, -0.27, -0.18, -0.19, -0.17, -0.16, -0.20, -0.14, -0.16, 0.09, -0.48, 0.07, -0.03, 0.03, -0.37, 0.09, -0.04, 0.01, -0.04, -0.12, 0.16, -0.27, 0.06, -0.19, 0.01, -0.10, -0.67, 0.71, -0.02, -0.13, -0.15, -0.18, 0.08, 0.07, 0.06, 0.12, 0.11, 0.12, 0.12, 0.12, 0.12, 0.10, 0.11, 0.11, 0.11, 0.12, 0.12, 0.15, 0.13, 0.13, 0.13, 0.10, 0.11, 0.13, 0.11, 0.12, 0.13, 0.10, 0.10, 0.11